138
Properties=species:S:1:pos:R:3:forces:R:3 method="wB97M-V/def2-TZVPD" e_above_lowest_kcal_mol=0.0 total_charge=+1 s2=2.00 homo_energy_ev="-10.48 / -10.48" largest_force_ev_per_a=1.53 spin_multiplicity=3
Ni 2.412 1.409 1.992 -1.03 -0.79 -0.49
P -0.896 0.627 0.491 -0.76 0.59 0.13
F -2.343 0.292 -0.092 0.01 -0.14 -0.42
F -0.738 1.950 -0.438 -0.01 0.04 0.02
F -1.630 1.551 1.600 0.69 -0.02 0.34
F 0.585 0.962 1.150 0.37 0.31 0.20
F -0.944 -0.649 1.459 -0.08 -0.18 -0.03
F -0.152 -0.193 -0.655 -0.05 -0.48 -0.15
C 1.870 -4.760 -1.820 0.33 -0.56 0.37
O 1.699 -3.774 -0.815 -0.10 -0.15 -0.14
C 0.357 -3.366 -0.669 -0.85 1.27 -0.01
C -0.547 -4.180 0.218 0.50 -0.63 0.70
O -1.050 -5.318 -0.454 0.02 -0.04 -0.23
C -2.126 -5.965 0.192 0.11 0.14 0.26
C -1.745 -6.799 1.401 -0.73 -0.29 0.44
O -1.172 -6.100 2.491 0.48 -0.02 -0.37
C -2.039 -5.196 3.141 -0.37 -0.09 -0.76
H 1.338 -5.677 -1.555 -0.18 0.10 -0.15
H 2.931 -5.020 -1.839 -0.01 0.17 -0.10
H 1.558 -4.412 -2.807 -0.09 0.10 0.03
H -0.162 -3.198 -1.624 0.34 -0.26 -0.19
H 0.390 -2.367 -0.222 0.14 -0.11 0.09
H -1.374 -3.571 0.608 0.01 0.21 -0.33
H 0.024 -4.500 1.101 -0.03 0.01 -0.07
H -2.552 -6.638 -0.553 -0.14 0.01 0.05
H -2.892 -5.238 0.502 0.03 0.05 -0.27
H -1.080 -7.611 1.108 0.30 0.18 0.14
H -2.668 -7.272 1.782 0.00 -0.06 -0.29
H -2.494 -4.475 2.448 0.34 0.15 0.06
H -1.404 -4.671 3.846 -0.36 0.05 0.38
H -2.909 -5.707 3.572 0.32 -0.07 0.47
C 2.162 -0.590 -2.480 -0.67 -0.49 0.94
O 3.462 -0.955 -2.875 -0.10 -0.09 -0.17
C 3.590 -1.016 -4.295 0.56 -0.13 0.58
C 3.888 0.371 -4.826 -0.19 -0.20 -0.68
O 2.747 1.192 -4.924 -0.03 0.57 0.41
C 1.708 0.850 -5.813 0.42 -0.48 -0.44
C 0.675 1.934 -5.766 -0.31 0.64 -1.02
O -0.095 2.078 -4.614 0.21 -0.28 0.80
C -0.770 0.886 -4.227 -0.75 0.10 -0.06
H 2.065 -0.741 -1.406 0.25 0.09 0.03
H 1.419 -1.290 -2.885 -0.03 0.26 -0.32
H 1.880 0.448 -2.671 0.12 -0.03 -0.37
H 2.708 -1.483 -4.739 -0.10 0.16 -0.03
H 4.418 -1.705 -4.481 0.12 0.21 -0.10
H 4.430 0.333 -5.784 -0.16 -0.09 -0.01
H 4.528 0.879 -4.105 0.14 -0.08 0.01
H 1.321 -0.152 -5.606 -0.18 0.11 0.08
H 2.052 0.831 -6.861 0.24 -0.03 0.14
H 0.033 1.848 -6.658 -0.11 -0.36 0.16
H 1.197 2.882 -5.938 0.02 0.00 0.30
H -1.499 0.583 -4.988 0.26 -0.09 -0.08
H -1.359 1.097 -3.333 0.22 0.21 0.03
H -0.112 0.051 -3.996 0.09 0.07 -0.11
C 1.955 -0.771 4.343 -0.03 0.03 -0.17
O 1.903 0.080 3.448 0.19 0.62 0.04
N 1.868 -2.069 4.128 -0.26 -0.14 0.29
C 1.995 -3.022 5.223 0.55 0.03 0.01
C 1.556 -2.615 2.812 0.34 -0.05 0.09
H 2.046 -0.489 5.397 0.14 0.03 0.01
H 2.071 -2.517 6.185 -0.19 0.18 -0.07
H 2.937 -3.561 5.097 -0.20 -0.23 -0.03
H 1.161 -3.719 5.249 -0.04 0.01 -0.10
H 1.525 -1.814 2.084 -0.26 0.12 0.03
H 2.338 -3.315 2.508 -0.10 -0.12 0.08
H 0.600 -3.134 2.882 0.00 -0.01 -0.19
C -3.824 3.346 -1.105 -0.71 -0.40 -0.05
O -4.769 3.177 -1.845 -0.19 0.03 -0.07
N -3.780 4.307 -0.138 0.51 -0.62 -0.28
C -2.502 4.734 0.358 0.24 0.23 1.13
C -4.895 5.184 0.067 -0.34 0.64 -0.15
H -2.994 2.629 -1.118 0.43 0.40 0.13
H -1.722 3.999 0.171 -0.10 0.00 -0.46
H -2.502 4.823 1.458 -0.29 0.05 -0.15
H -2.242 5.731 -0.019 0.15 -0.15 -0.20
H -4.738 6.144 -0.443 0.06 0.04 0.23
H -5.816 4.789 -0.350 0.14 -0.38 -0.05
H -5.044 5.347 1.136 0.07 0.12 -0.01
C -4.520 -0.480 3.715 0.12 -0.04 0.21
O -4.778 -1.344 4.527 0.07 -0.02 0.17
N -4.776 0.845 3.855 0.03 -0.37 -0.57
C -4.713 1.689 2.687 0.95 1.18 0.08
C -5.322 1.387 5.070 -0.57 -0.53 0.25
H -3.983 -0.715 2.780 -0.17 0.13 -0.15
H -3.799 1.516 2.120 -0.22 -0.45 -0.18
H -4.554 2.718 3.034 -0.31 -0.05 -0.01
H -5.582 1.689 2.028 -0.15 -0.24 0.15
H -6.353 1.723 4.926 0.10 0.26 -0.05
H -5.379 0.583 5.802 0.19 0.06 0.04
H -4.694 2.195 5.444 -0.07 0.10 0.00
C -2.726 -1.548 -2.636 0.12 0.30 -0.34
O -2.109 -1.740 -3.673 0.10 -0.28 0.05
N -3.581 -2.419 -2.066 0.28 -0.14 -0.21
C -4.287 -2.136 -0.849 0.75 0.32 0.75
C -3.747 -3.739 -2.612 -0.79 -0.27 -0.57
H -2.611 -0.598 -2.105 -0.28 -0.05 0.20
H -5.311 -2.495 -0.900 -0.11 0.12 -0.02
H -4.228 -1.072 -0.625 -0.35 0.04 -0.22
H -3.772 -2.603 0.005 -0.27 -0.26 -0.06
H -3.163 -3.857 -3.519 0.34 0.04 0.17
H -3.526 -4.519 -1.882 0.22 0.06 0.02
H -4.791 -3.871 -2.928 0.04 -0.02 0.17
C 2.877 2.799 -0.765 -0.11 0.22 -0.52
O 2.655 2.629 0.445 0.35 0.14 0.37
N 2.276 3.731 -1.484 0.03 -0.54 -0.26
C 2.397 3.766 -2.952 -0.32 -0.11 0.24
C 1.152 4.468 -0.955 -0.40 0.66 0.24
H 3.599 2.211 -1.343 0.05 -0.13 0.21
H 1.613 3.141 -3.384 -0.01 0.05 -0.06
H 3.359 3.401 -3.300 0.09 0.03 0.17
H 2.239 4.795 -3.268 0.17 0.01 -0.07
H 0.221 4.161 -1.435 0.11 -0.16 -0.05
H 1.050 4.324 0.117 0.11 -0.18 -0.02
H 1.288 5.535 -1.148 0.07 -0.05 -0.05
C 3.695 -1.167 0.482 0.21 -0.02 -0.32
O 3.233 -0.196 1.101 0.17 0.13 0.04
N 4.968 -1.313 0.170 0.57 0.11 0.03
C 5.974 -0.312 0.490 -0.26 0.43 -0.08
C 5.419 -2.474 -0.572 0.00 -0.78 -0.12
H 3.091 -2.003 0.106 -0.34 0.15 0.23
H 5.656 0.336 1.304 -0.20 -0.17 0.04
H 6.116 0.328 -0.385 0.27 -0.10 0.02
H 6.908 -0.781 0.788 0.02 -0.13 -0.17
H 6.038 -3.114 0.063 -0.08 0.06 0.04
H 4.560 -3.046 -0.924 -0.04 0.05 0.14
H 6.009 -2.248 -1.461 -0.09 0.52 0.10
C 0.891 3.961 3.177 -0.25 0.11 -0.29
O 1.431 2.903 2.870 0.40 -0.26 0.49
N 1.469 5.153 3.185 -0.11 0.18 -0.33
C 0.672 6.361 3.298 0.27 0.48 0.02
C 2.812 5.356 2.696 0.66 0.17 0.00
H -0.172 3.987 3.444 0.03 -0.13 0.07
H 0.878 7.011 2.444 -0.11 -0.18 -0.13
H 0.982 6.938 4.171 -0.25 -0.14 0.17
H -0.389 6.131 3.304 -0.02 0.00 0.22
H 3.374 4.428 2.693 -0.13 -0.07 -0.12
H 2.788 5.793 1.694 -0.03 -0.21 -0.07
H 3.359 6.066 3.319 -0.21 -0.03 0.18

---

132
Properties=species:S:1:pos:R:3:forces:R:3 method="wB97M-V/def2-TZVPD" e_above_lowest_kcal_mol=69.6 total_charge=0 homo_energy_ev=-8.65 largest_force_ev_per_a=1.95
C 4.857 2.077 -4.245 -0.13 -0.86 -0.08
N 4.550 3.437 -4.590 0.37 -0.21 0.26
C 4.036 3.805 -5.778 -0.58 0.61 -1.32
C 3.983 5.286 -6.071 0.34 0.35 0.13
O 3.624 3.026 -6.626 0.35 -0.56 0.40
H 5.883 1.990 -3.892 -0.09 0.02 0.26
H 4.772 1.400 -5.092 0.14 0.43 -0.44
H 4.147 1.624 -3.548 0.12 0.36 0.42
H 4.932 4.150 -3.996 -0.13 0.14 -0.04
H 3.521 5.823 -5.243 -0.03 0.08 -0.05
H 3.456 5.470 -7.002 -0.37 -0.25 0.16
H 4.981 5.690 -6.266 0.13 -0.13 0.37
C -1.112 -3.313 2.485 -1.33 -0.71 0.87
N -0.198 -3.588 3.567 -0.43 -0.24 0.85
C 0.131 -4.849 3.952 -0.77 -0.37 -0.89
C 1.008 -4.967 5.165 -0.14 -0.32 0.38
O -0.262 -5.836 3.336 -0.17 0.13 0.58
H -1.341 -4.227 1.937 0.29 -0.02 0.12
H -0.706 -2.559 1.813 -0.73 -0.05 0.53
H -2.100 -3.028 2.862 1.72 -0.50 0.33
H 0.452 -2.877 3.878 -0.33 0.51 -0.02
H 0.306 -4.858 5.996 0.36 -0.07 0.29
H 1.827 -4.256 5.259 -0.36 0.39 0.02
H 1.466 -5.953 5.176 -0.25 -0.13 0.05
C -1.026 4.140 -3.018 -0.54 0.33 -0.15
N 0.142 3.980 -2.194 0.90 -0.23 0.24
C 1.387 4.416 -2.508 -0.61 0.28 -0.42
C 2.466 4.148 -1.492 -0.68 -0.01 0.56
O 1.650 5.029 -3.535 0.02 -0.06 -0.06
H -1.570 3.203 -3.148 0.04 -0.05 0.30
H -0.817 4.487 -4.028 0.55 0.09 0.16
H -1.682 4.883 -2.557 -0.20 -0.13 -0.11
H 0.058 3.480 -1.312 -0.20 -0.05 -0.39
H 2.160 3.450 -0.708 0.08 -0.33 -0.29
H 2.629 5.075 -0.939 0.46 0.12 -0.35
H 3.326 3.804 -2.055 0.30 0.09 0.29
C 0.913 0.106 -1.698 0.62 0.35 -0.11
N 0.311 -0.038 -0.390 0.29 -1.02 -0.11
C -0.119 0.985 0.356 -0.44 0.95 0.55
C -0.640 0.697 1.754 0.10 -0.54 0.05
O -0.167 2.140 -0.059 0.13 -0.10 -0.17
H 1.996 0.254 -1.598 -0.07 0.33 -0.05
H 0.478 0.948 -2.230 0.03 -0.02 0.03
H 0.837 -0.799 -2.302 -0.48 -0.06 0.17
H 0.525 -0.922 0.060 -0.33 0.10 0.40
H -0.835 -0.369 1.867 -0.04 0.08 0.22
H -1.536 1.284 1.951 -0.20 -0.13 -0.40
H 0.038 1.006 2.552 0.40 -0.11 -0.38
C -2.621 -1.766 -2.779 0.32 0.21 -0.58
N -2.658 -3.200 -2.996 -0.65 0.76 1.68
C -2.162 -3.868 -4.049 1.01 -0.54 -0.55
C -2.250 -5.377 -3.932 -0.83 -0.15 0.70
O -1.611 -3.331 -4.993 -0.15 0.21 0.14
H -3.425 -1.288 -3.340 0.13 0.30 0.04
H -1.658 -1.342 -3.070 -0.09 -0.10 -0.39
H -2.710 -1.527 -1.720 -0.30 -0.33 0.06
H -3.184 -3.650 -2.261 0.20 -0.57 -0.23
H -3.232 -5.688 -4.299 0.17 -0.11 -0.31
H -2.258 -5.688 -2.884 0.14 0.06 0.01
H -1.454 -5.909 -4.439 -0.01 0.26 -0.29
C -0.340 -3.610 -0.485 -0.17 0.43 1.05
N 0.581 -4.158 0.511 0.35 0.15 -0.84
C 1.231 -3.448 1.454 0.77 -1.55 -0.22
C 2.066 -4.307 2.387 1.30 0.19 -0.46
O 1.130 -2.230 1.580 -0.06 -0.29 -1.62
H -1.233 -3.301 0.066 -0.10 0.17 -0.52
H -0.671 -4.357 -1.197 0.40 -0.10 -0.10
H 0.101 -2.742 -0.968 -0.03 -0.11 -0.29
H 0.715 -5.151 0.470 0.11 -0.11 0.37
H 1.954 -3.972 3.418 0.74 0.09 -0.94
H 3.124 -4.218 2.133 0.05 0.20 -0.17
H 1.823 -5.366 2.322 -0.09 0.13 -0.10
C 2.024 -0.174 -5.035 -0.49 1.14 0.71
N 2.448 0.284 -6.327 0.32 -0.51 -1.21
C 1.908 -0.127 -7.498 -0.92 -1.00 -0.35
C 2.578 0.332 -8.767 0.77 0.50 -0.65
O 0.938 -0.871 -7.569 0.09 0.33 0.20
H 2.862 -0.596 -4.481 -0.13 -0.22 0.08
H 1.143 -0.813 -5.029 0.39 -0.54 -0.74
H 1.625 0.693 -4.488 0.45 0.07 0.22
H 3.347 0.710 -6.485 -0.13 0.49 0.71
H 3.436 0.998 -8.643 -0.11 0.01 0.31
H 1.895 0.850 -9.440 -0.32 0.01 0.34
H 2.933 -0.511 -9.362 -0.12 -0.26 0.32
C 3.478 0.620 1.590 -0.46 0.32 0.65
N 2.601 -0.288 2.318 -0.20 0.05 0.03
C 2.707 -0.711 3.601 0.83 -0.22 -0.50
C 3.709 0.015 4.462 -0.54 1.18 -0.35
O 2.061 -1.677 3.996 -0.29 0.12 0.92
H 4.512 0.311 1.730 0.16 0.34 -0.18
H 3.282 1.642 1.922 0.53 0.04 0.13
H 3.221 0.633 0.533 0.00 -0.43 -0.04
H 1.979 -0.895 1.793 0.36 0.16 0.15
H 3.616 1.066 4.170 0.48 0.01 -0.06
H 4.735 -0.292 4.273 -0.02 -0.21 0.09
H 3.447 0.018 5.515 0.12 -0.65 0.05
C -6.616 -2.682 -0.032 -0.89 -1.26 -0.23
N -5.664 -2.095 0.867 -0.61 0.34 0.18
C -4.392 -2.501 0.983 1.07 0.30 -0.46
C -3.536 -1.733 1.956 -0.97 0.04 0.41
O -3.887 -3.367 0.281 -0.26 -0.36 -0.17
H -7.614 -2.250 0.031 0.35 0.72 0.07
H -6.849 -3.719 0.236 0.52 -0.08 0.04
H -6.299 -2.706 -1.074 0.21 0.26 0.04
H -5.954 -1.317 1.429 -0.05 0.01 0.03
H -4.109 -0.941 2.436 0.26 0.35 -0.10
H -2.629 -1.396 1.461 -0.26 0.29 -0.10
H -3.178 -2.402 2.742 -1.29 0.67 -0.34
C -5.665 2.196 6.581 -0.12 -0.15 -0.13
N -5.638 3.176 5.502 -0.28 -0.55 0.96
C -5.008 3.066 4.304 0.31 0.77 -0.28
C -4.399 1.734 3.917 -0.87 0.17 0.67
O -4.951 4.018 3.547 -0.03 0.01 -0.12
H -6.050 1.241 6.224 0.20 -0.11 0.09
H -6.356 2.507 7.363 -0.04 0.27 -0.15
H -4.695 2.077 7.065 0.07 -0.17 -0.13
H -6.088 4.044 5.732 0.21 0.29 -0.49
H -4.803 0.992 4.604 0.32 -0.42 -0.31
H -3.314 1.754 3.974 0.02 0.05 -0.06
H -4.742 1.560 2.900 0.23 -0.18 -0.05
C 0.129 3.986 2.446 -1.42 -0.40 0.06
N 0.439 3.278 3.670 0.02 0.11 0.26
C 1.681 3.039 4.107 1.20 -0.27 0.06
C 1.809 2.428 5.483 -0.20 -0.05 0.78
O 2.695 3.263 3.451 -0.47 0.17 -0.02
H 0.891 3.838 1.693 0.20 0.22 0.12
H -0.163 5.022 2.627 0.65 0.17 0.01
H -0.793 3.537 2.070 0.16 -0.05 -0.29
H -0.303 2.976 4.277 -0.15 0.23 -0.08
H 2.851 2.421 5.784 0.06 0.07 -0.17
H 1.450 1.398 5.551 -0.10 0.00 -0.28
H 1.271 2.984 6.256 -0.14 0.13 -0.22